Run 1
Computed, not measured: the molecule CFN3O2, with ωB97M-V/def2-TZVPD.

Results
- multiplicity = 1
- SMILES = N#CN(F)[N+](=O)[O-]
- frontier orbital gap (eV) = 10.3
- molar mass (g/mol) = 105.03
- highest occupied orbital energy (hartree) = -0.43157
- LUMO level (eV) = -1.43

Each line ends with the Löwdin charge.
Element x y z (Å)
N -0.07 0.38 2.43  0.229
C 0.16 0.31 1.30  -0.255
N 0.23 0.34 0.03  0.062
F 0.54 1.68 -0.57  0.038
N -0.19 -0.65 -0.88  -0.372
O -0.52 -1.65 -0.27  0.127
O -0.16 -0.41 -2.04  0.171

***

Run 2
Computed, not measured: the molecule CFN3O2, with ωB97M-V/def2-TZVPD.

Results
- multiplicity = 1
- SMILES = N#CN(F)[N+](=O)[O-]
- frontier orbital gap (eV) = 10.8
- molar mass (g/mol) = 105.03
- highest occupied orbital energy (hartree) = -0.41066
- LUMO level (eV) = -0.35

Each line ends with the Löwdin charge.
Element x y z (Å)
N -2.48 0.64 -0.12  0.184
C -1.45 0.14 -0.06  -0.239
N -0.22 -0.38 0.13  0.026
F -0.06 -1.78 -0.02  0.019
N 1.16 0.34 0.03  -0.383
O 1.09 1.48 0.20  0.193
O 1.97 -0.44 -0.16  0.200

***

Stability summary - winner: run 2; margin: 8.1 kJ/mol.

***

Run 1
Computed, not measured: the molecule C17H30FN3O6S, with ωB97M-V/def2-TZVPD.

Results
- multiplicity = 1
- SMILES = C[C@@H](CC(=O)N1CC(F)(C(=O)N(CCS(=O)(=O)O)CC(N)=O)C1)CC(C)(C)C
- frontier orbital gap (eV) = 9.7
- molar mass (g/mol) = 423.51
- highest occupied orbital energy (hartree) = -0.34681
- LUMO level (eV) = 0.25

Each line ends with the Löwdin charge.
Element x y z (Å)
C -1.23 -5.34 3.33  -0.067
C -0.91 -5.04 1.87  -0.356
C -2.06 -4.24 1.24  -0.074
C -1.88 -4.13 -0.26  -0.457
O -1.77 -5.11 -0.97  0.074
N -1.87 -2.87 -0.79  0.002
C -1.51 -1.58 -0.20  -0.031
C -0.79 -1.22 -1.52  -0.301
F -1.34 -0.13 -2.17  0.035
C 0.71 -1.16 -1.31  -0.346
O 1.25 -2.20 -0.98  0.069
N 1.44 -0.01 -1.41  -0.022
C 2.78 -0.09 -0.84  -0.155
C 3.74 -0.83 -1.76  -0.200
S 5.35 -0.99 -1.02  0.578
O 6.15 -1.83 -1.85  -0.271
O 5.79 0.31 -0.62  -0.260
O 5.02 -1.76 0.33  -0.150
C 0.87 1.31 -1.58  -0.069
C 0.16 1.78 -0.31  -0.501
N -0.14 3.10 -0.26  0.176
O -0.13 1.00 0.58  0.084
C -1.28 -2.57 -2.10  -0.010
C 0.42 -4.29 1.71  -0.121
C 1.66 -5.14 1.34  -0.591
C 1.86 -6.29 2.33  -0.057
C 2.88 -4.22 1.38  -0.064
C 1.51 -5.70 -0.07  -0.042
H -1.36 -4.41 3.89  0.084
H -2.16 -5.92 3.42  0.080
H -0.43 -5.90 3.81  0.065
H -0.87 -5.98 1.32  0.127
H -3.01 -4.76 1.41  0.131
H -2.14 -3.26 1.71  0.117
H -2.37 -0.92 -0.02  0.136
H -0.87 -1.61 0.68  0.119
H 3.14 0.93 -0.67  0.129
H 2.73 -0.60 0.13  0.132
H 3.39 -1.83 -1.97  0.106
H 3.91 -0.30 -2.69  0.120
H 4.99 -2.71 0.18  0.086
H 1.69 2.00 -1.82  0.133
H 0.17 1.35 -2.40  0.127
H 0.07 3.72 -1.03  0.106
H -0.68 3.45 0.51  0.116
H -0.51 -3.27 -2.39  0.129
H -2.02 -2.43 -2.89  0.135
H 0.34 -3.54 0.92  0.092
H 0.63 -3.75 2.64  0.129
H 1.03 -7.00 2.31  0.081
H 2.77 -6.85 2.07  0.084
H 1.97 -5.93 3.35  0.085
H 2.73 -3.38 0.70  0.058
H 3.05 -3.82 2.38  0.091
H 3.78 -4.78 1.08  0.087
H 1.41 -4.88 -0.79  0.076
H 2.38 -6.29 -0.34  0.086
H 0.63 -6.34 -0.18  0.078

***

Run 2
Computed, not measured: the molecule C17H30FN3O6S, with ωB97M-V/def2-TZVPD.

Results
- multiplicity = 1
- SMILES = C[C@@H](CC(=O)N1CC(F)(C(=O)N(CCS(=O)(=O)O)CC(N)=O)C1)CC(C)(C)C
- frontier orbital gap (eV) = 10.2
- molar mass (g/mol) = 423.51
- highest occupied orbital energy (hartree) = -0.35975
- LUMO level (eV) = 0.36

Each line ends with the Löwdin charge.
Element x y z (Å)
C 5.27 0.39 4.12  -0.061
C 4.68 0.07 2.74  -0.359
C 3.50 -0.90 2.91  -0.078
C 3.01 -1.40 1.57  -0.470
O 3.74 -1.94 0.76  0.074
N 1.68 -1.23 1.30  -0.005
C 0.74 -0.20 1.76  -0.014
C 0.02 -0.33 0.40  -0.317
F -1.20 -0.96 0.55  0.062
C -0.18 1.02 -0.29  -0.365
O -0.58 1.95 0.38  0.113
N 0.28 1.20 -1.58  -0.025
C 0.21 2.58 -2.05  -0.156
C 1.25 3.44 -1.34  -0.214
S 1.39 5.05 -2.06  0.582
O 2.31 5.82 -1.28  -0.278
O 1.55 4.91 -3.47  -0.259
O -0.07 5.65 -1.84  -0.142
C 0.12 0.16 -2.59  -0.065
C -1.12 -0.71 -2.39  -0.535
N -0.97 -2.01 -2.76  0.185
O -2.15 -0.23 -1.99  0.090
C 1.13 -1.31 -0.05  -0.031
C 4.20 1.30 1.96  -0.132
C 5.24 2.35 1.50  -0.593
C 5.57 3.35 2.61  -0.052
C 4.60 3.13 0.35  -0.068
C 6.52 1.68 1.00  -0.049
H 4.59 1.02 4.70  0.090
H 5.44 -0.53 4.68  0.080
H 6.22 0.90 4.04  0.062
H 5.43 -0.46 2.15  0.133
H 3.83 -1.78 3.47  0.131
H 2.69 -0.43 3.48  0.119
H 0.11 -0.50 2.59  0.138
H 1.18 0.77 1.94  0.121
H 0.43 2.58 -3.12  0.121
H -0.79 2.99 -1.90  0.139
H 1.01 3.58 -0.29  0.106
H 2.25 3.01 -1.43  0.102
H -0.06 6.21 -1.05  0.102
H -0.02 0.65 -3.55  0.137
H 1.03 -0.45 -2.68  0.114
H -0.09 -2.40 -3.03  0.104
H -1.77 -2.62 -2.68  0.120
H 1.83 -0.94 -0.79  0.119
H 0.76 -2.30 -0.33  0.131
H 3.72 0.92 1.04  0.114
H 3.42 1.81 2.53  0.127
H 6.05 2.89 3.47  0.064
H 6.24 4.13 2.23  0.086
H 4.66 3.85 2.97  0.088
H 4.42 2.48 -0.51  0.081
H 3.66 3.59 0.65  0.080
H 5.26 3.94 0.01  0.091
H 6.29 0.94 0.23  0.093
H 7.18 2.43 0.56  0.087
H 7.06 1.18 1.81  0.079

***

Stability summary - winner: run 1; margin: 50.1 kJ/mol.